ORCA calculation (wB97M-V/def2-TZVPD) on a molecular structure, C20H31As2N2O3Rb.

Net charge   -2
Orbital gap   0.220 hartree
Highest occupied orbital energy   -1.7183 eV

XYZ file:
```
59
Properties=species:S:1:pos:R:3:nbo_charge:R:1
Rb -0.29108 -0.09301 2.13335 0.9004
N 1.13742 -3.66813 1.88848 -0.8651
C -0.02832 -3.96221 2.73459 -0.2862
C -0.56687 -2.70118 3.41271 0.5452
O 0.33459 -1.89161 3.82745 -0.8711
N -1.86573 -2.60147 3.46579 -0.6354
C -2.43548 -1.53712 4.28744 -0.3716
C -3.20721 -0.37230 3.59195 0.7735
O -4.01302 0.25109 4.31083 -0.7837
O -2.90007 -0.11976 2.39225 -0.8552
H 1.83972 -4.39084 1.97580 0.3343
H 1.56384 -2.80901 2.23494 0.3836
H 0.23765 -4.65488 3.54646 0.1556
H -0.82398 -4.42626 2.15034 0.1851
H -1.68163 -1.05369 4.92516 0.1843
H -3.17449 -1.97562 4.96474 0.1823
C -2.98156 2.03360 -0.47353 -0.9721
As -2.18602 0.25153 -0.40971 0.9893
C -3.84728 -0.76195 -0.65051 -0.9560
C -1.46269 0.11471 -2.24613 -0.3528
C -1.93111 0.85394 -3.32863 -0.1681
C -1.32477 0.75644 -4.57446 -0.2540
C -0.23576 -0.08579 -4.74357 -0.2313
C 0.23457 -0.83378 -3.67162 -0.2269
C -0.37077 -0.75000 -2.41923 -0.3012
As 0.28625 -1.78400 -0.83591 0.9803
C 1.82371 -2.66548 -1.65308 -0.9872
C -0.96303 -3.31422 -0.98623 -0.9737
H -3.75036 2.09423 -1.24643 0.1902
H -2.19370 2.76199 -0.66112 0.2280
H -3.42181 2.19705 0.50924 0.2512
H -4.28686 -0.54887 -1.62662 0.1907
H -4.50655 -0.45891 0.16160 0.2481
H -3.63525 -1.82411 -0.54595 0.2260
H -2.77078 1.52830 -3.19679 0.1892
H -1.69394 1.34236 -5.40943 0.1895
H 0.25886 -0.15858 -5.70621 0.1901
H 1.09192 -1.48205 -3.80464 0.1998
H 1.55783 -3.22430 -2.55276 0.1935
H 2.19229 -3.34918 -0.88848 0.2354
H 2.58738 -1.92153 -1.87722 0.2293
H -1.41189 -3.39650 -1.97602 0.2027
H -1.73451 -3.21769 -0.22291 0.2371
H -0.36802 -4.19936 -0.75732 0.2219
C 2.68836 4.64970 -0.66097 -0.5894
C 3.26955 3.55785 0.24986 -0.1161
C 3.34154 4.09514 1.68917 -0.5898
C 4.69125 3.22873 -0.23282 -0.5894
C 2.42401 2.35054 0.22517 -0.4103
C 1.71220 1.34101 0.26213 -0.4167
H 3.31916 5.54684 -0.63956 0.1708
H 1.68113 4.91584 -0.33661 0.2098
H 2.62209 4.28488 -1.68748 0.2080
H 3.96441 4.99639 1.75384 0.1702
H 3.75280 3.32654 2.34486 0.2104
H 2.33684 4.33055 2.04258 0.2112
H 5.32553 4.12332 -0.21025 0.1710
H 4.65706 2.84056 -1.25220 0.2067
H 5.13257 2.46027 0.40366 0.2084
```